1.
Below is C35H53N6O2P2S2Ta as an isolated structure, with properties calculated with the ωB97M-V functional and the def2-TZVPD basis.

Positions of all 101 atoms, in Å:
C -5.25 0.65 2.07
H -1.85 6.75 -1.54
H -4.27 2.06 -0.88
C -5.08 2.73 -0.58
N -3.92 -1.39 2.20
C -3.56 -4.73 0.70
N -0.18 1.58 -1.62
H -1.04 -5.65 -2.76
H -5.79 -2.19 0.35
H -2.41 -4.21 -3.76
C -2.32 3.07 -4.07
H 2.73 1.87 -1.89
H 2.12 1.29 -3.45
C -0.83 3.24 -3.85
H -5.68 0.43 1.09
H -7.89 4.13 -1.85
H 1.26 -1.54 -3.82
C -2.05 -3.34 -3.22
C -0.14 2.94 -1.51
H -0.41 3.97 -4.53
C -0.43 -2.57 -1.71
H 2.46 -2.53 0.51
C -5.51 -3.78 -1.05
H 3.76 0.86 -2.93
H 4.09 -0.11 -0.48
P 2.14 -0.48 -1.81
H -0.28 2.32 -4.04
H 2.88 1.62 0.88
C 1.17 -1.18 2.91
H -2.74 2.31 -3.41
H -5.92 1.32 2.60
C -1.84 5.66 -1.58
H 2.06 -1.37 3.51
Ta -0.21 -0.13 -0.45
C -4.25 -3.56 1.00
C -6.20 4.06 1.08
C -6.07 3.04 -1.50
O -2.66 0.02 -2.18
H 0.82 2.71 0.39
H -1.90 5.28 -0.56
C -2.17 -1.07 -2.50
N -0.91 -1.33 -1.94
C -4.83 -4.96 -1.33
H 3.02 -1.57 -3.71
H 2.08 -2.71 -2.74
C -5.15 3.23 0.72
H -2.85 4.01 -3.92
H -0.55 1.28 -2.52
H -3.04 -3.22 2.75
H 0.65 -2.12 2.72
H -0.54 5.64 -3.30
C -5.22 -3.09 0.12
C 3.47 -0.99 -0.66
C 2.57 1.08 1.77
N -0.93 -3.59 -2.40
C 2.74 1.03 -2.59
H 3.45 0.82 2.35
H 0.32 5.56 -1.79
H 0.61 -5.04 -2.54
H -0.34 4.05 0.34
S -1.70 -1.71 0.90
H -4.42 3.19 2.74
C -7.12 3.88 -1.13
H -4.77 -3.08 3.04
H -6.28 -3.42 -1.71
H 1.93 1.73 2.38
H -4.67 -0.39 3.89
N -0.49 3.73 -2.48
S -1.40 1.47 1.18
H -2.49 2.77 -5.11
H -5.08 -5.52 -2.22
H 4.10 -1.72 -1.17
H -3.35 -6.37 -0.67
H -8.00 5.05 0.44
H -2.74 5.34 -2.12
H -0.47 -5.23 -1.14
C -4.11 2.87 1.74
O 0.43 -2.59 -0.78
C -0.57 5.22 -2.30
C -2.90 0.71 1.54
H 1.22 4.20 -0.45
H 0.51 -0.51 3.46
C -3.98 -2.88 2.32
C 2.94 -1.56 0.65
H 3.74 -1.69 1.38
H -2.81 -5.12 1.39
C 0.41 3.51 -0.23
C -0.41 -4.97 -2.19
H -6.26 4.46 2.09
C -2.68 -2.15 -3.30
P 1.70 -0.45 1.36
H -5.89 -1.20 2.90
N -3.97 1.37 1.82
C -7.18 4.40 0.15
H -3.13 3.30 1.55
H -3.57 -2.03 -3.89
C 2.10 -1.70 -3.14
C -2.96 -0.81 1.60
C -3.86 -5.44 -0.46
C -4.99 -0.59 2.86
H -6.04 2.63 -2.50

Values from the calculation:
F_max = 1.4 eV Å⁻¹
energy above the lowest of the compared OMol25 structures with the same formula, charge and spin = 20.2 kcal/mol
total charge = +4
orbital gap = 5.595 eV

---

2.
Below is C5H11IN as an isolated structure, with properties calculated with the ωB97M-V functional and the def2-TZVPD basis.

Positions of all 18 atoms, in Å:
H -1.10 2.17 0.90
H 1.04 -2.07 0.28
H 0.47 2.80 0.22
H 1.65 0.20 -1.80
C 0.78 -1.38 -0.55
C -1.55 -0.96 0.72
H 0.54 0.41 1.34
H -2.43 -0.20 0.65
I 3.55 0.29 0.03
H -0.83 -0.06 -1.15
C -0.26 1.89 0.18
C 1.67 -0.18 -0.76
H 0.61 -2.09 -1.36
H -1.36 -1.02 1.73
H -0.77 2.06 -0.80
N 0.29 0.65 0.32
C -0.51 -0.47 -0.20
H -1.79 -2.03 0.27

Values from the calculation:
F_max = 5.8 eV Å⁻¹
2S+1 = 3
energy above the lowest of the compared OMol25 structures with the same formula, charge and spin = 56.6 kcal/mol
total charge = +1
orbital gap (alpha / beta) = 7.207 / 5.807 eV

---

3.
Below is C42H49BN6S3W as an isolated structure, with properties calculated with the ωB97M-V functional and the def2-TZVPD basis.

Positions of all 102 atoms, in Å:
C 2.09 1.73 -6.22
H -2.62 -3.99 3.18
H 1.85 -2.10 -4.83
H 3.47 -3.95 -8.32
C -0.10 -2.22 -0.47
H -4.01 -0.67 1.99
C -1.09 1.54 -0.45
C 0.11 -0.39 5.77
C 1.61 1.83 -7.54
N -0.85 1.59 1.90
H -2.95 2.62 -2.28
N 0.97 -0.61 2.98
H -0.61 -3.08 -3.14
H -5.00 -3.81 0.25
C 4.73 1.35 2.35
C -2.25 -3.25 -0.40
H 4.55 2.37 2.02
B 0.30 -0.17 0.66
C -0.74 3.26 4.23
H -5.33 -4.21 1.92
H -0.65 -0.36 4.99
C -1.87 2.72 -0.42
H -0.11 2.37 4.21
H 3.37 -1.56 6.05
H -3.15 4.55 4.44
H 5.30 0.85 1.57
C -2.83 1.89 4.02
N -0.55 -1.43 0.61
C -2.37 3.34 -1.69
C -3.23 -3.08 3.14
H -5.02 -1.37 0.71
H 0.11 -4.43 -2.26
C 3.42 0.64 2.59
C -2.13 3.25 0.81
H -2.70 4.16 0.89
S 1.65 -2.73 -0.51
C 2.37 2.91 -5.50
C 1.74 4.23 -7.40
C 2.60 -0.75 -6.34
N -1.69 -1.62 1.25
C 2.11 0.37 -4.22
C -3.72 -2.81 1.71
H -4.09 -3.22 3.79
S 2.86 0.85 -0.14
H -1.01 3.47 5.27
H 2.69 -0.02 6.63
S -0.80 0.65 -1.92
H -3.79 4.20 2.84
N 1.34 -0.12 1.81
C -2.50 -2.56 0.83
H 4.01 -1.73 -9.26
C 2.45 -1.06 6.36
H 0.66 -3.07 5.96
C 1.36 -1.14 5.30
C 3.22 -3.06 -7.76
H -2.31 5.18 3.03
C -4.59 -1.55 1.70
H -3.01 -3.90 -0.80
C 2.32 -2.02 -5.80
H 5.33 1.38 3.26
C -0.79 -3.81 -2.34
H -2.25 0.97 4.03
H 2.74 2.83 -4.49
H -0.31 -0.90 6.65
H -0.17 4.11 3.85
C 2.21 4.14 -6.10
H -2.99 4.20 -1.48
H -3.11 2.14 5.04
H 0.22 -2.70 4.29
H -3.75 1.72 3.45
C 3.05 0.15 3.81
C 1.01 -2.61 5.03
C 2.51 0.44 1.54
H -5.41 -1.67 2.40
C 3.22 -0.66 -7.59
H 2.40 -4.13 -6.10
C 1.96 0.30 -2.99
C 2.62 -3.16 -6.51
C -1.08 -3.11 -1.06
H -3.92 -4.91 1.14
H 1.88 -3.17 4.69
H 1.32 0.94 -8.08
H -2.63 -2.25 3.52
C 3.53 -1.81 -8.30
H -1.52 3.65 -2.31
C 1.82 -0.51 3.98
C -1.65 2.63 1.99
C -2.86 4.32 3.41
H 2.46 5.04 -5.55
C -4.53 -4.01 1.21
H 0.35 0.64 6.06
W 1.28 -0.60 -1.28
H 1.04 3.15 -9.13
N -0.58 1.09 0.70
C 1.43 3.07 -8.12
H 3.51 0.30 -7.99
C 2.28 0.45 -5.59
C -2.02 3.05 3.41
H -1.62 -4.45 -2.64
H 1.61 5.20 -7.87
H 2.10 -1.55 7.27
H 3.72 0.26 4.66

Values from the calculation:
F_max = 0.8 eV Å⁻¹
2S+1 = 3
energy above the lowest of the compared OMol25 structures with the same formula, charge and spin = 8.8 kcal/mol
total charge = +2
orbital gap (alpha / beta) = 5.294 / 6.074 eV

---

Which formula does entry 1 have?
C35H53N6O2P2S2Ta